(1)
Density functional theory data (ωB97M-V with the def2-TZVPD basis set) for C2H5OPS in the gas phase.

```
! wB97M-V def2-TZVPD RIJCOSX def2/J DEFGRID3
* xyz 0 1
O -1.64 0.51 -0.26
C -0.45 1.13 0.01
C 0.67 0.05 0.04
P 0.14 -1.73 -0.01
S 2.22 0.39 -0.07
H -1.98 0.34 -1.15
H -0.22 1.75 -0.76
H -0.38 1.64 0.88
H 1.46 -2.25 -0.13
H 0.19 -1.83 1.45
*
```

Computed properties:
HOMO-LUMO gap	7.943	eV
highest occupied orbital energy	-8.2677	eV
SMILES	OCC(P)=S
E_LUMO	-0.3	eV

=====

(2)
Density functional theory data (ωB97M-V with the def2-TZVPD basis set) for 2 unconnected molecules or ions with the total composition C2H5OPS.

```
! wB97M-V def2-TZVPD RIJCOSX def2/J DEFGRID3
* xyz 0 1
C 0.96 -0.21 0.34
C 0.03 0.44 -0.58
O 1.17 2.06 3.05
P 2.16 1.88 2.02
S -1.33 -0.95 -1.01
H 0.57 -0.85 1.19
H 1.80 -0.51 -0.12
H 0.48 0.90 -1.50
H -0.73 1.07 -0.11
H -0.68 -1.70 -0.12
*
```

Computed properties:
HOMO-LUMO gap (alpha / beta)	6.967 / 6.335	eV
highest occupied orbital energy (alpha / beta)	-8.0456 / -7.5993	eV
E_LUMO (alpha / beta)	-1.1 / -1.3	eV

=====

(3)
Density functional theory data (ωB97M-V with the def2-TZVPD basis set) for a molecular structure, C2H5OPS.

```
! wB97M-V def2-TZVPD RIJCOSX def2/J DEFGRID3
* xyz 0 1
C -0.92 0.70 0.02
C 1.56 -0.55 -0.06
O -3.28 0.67 1.22
P 0.34 0.28 -1.18
S -2.43 0.04 0.20
H -0.33 1.77 0.77
H 0.88 -1.08 0.60
H 2.02 0.22 0.49
H 2.30 -1.14 -0.66
H -0.15 -0.92 -1.40
*
```

Computed properties:
HOMO-LUMO gap	8.547	eV
highest occupied orbital energy	-9.0035	eV
E_LUMO	-0.5	eV

=====

How far above the most stable structure does each one sit? In kJ/mol: (1) 0.0; (2) 124.5; (3) 109.2.

=====

(1)
Density functional theory data (ωB97M-V with the def2-TZVPD basis set) for C6H14N2O in the gas phase.

```
! wB97M-V def2-TZVPD RIJCOSX def2/J DEFGRID3
* xyz 0 1
C 2.79 -0.19 0.62
N 1.56 -0.68 0.09
O 1.17 -0.41 -1.54
C 0.64 0.22 -0.47
N 0.88 1.63 -0.37
C -0.88 -0.20 -0.05
C -1.01 -1.72 -0.16
C -1.79 0.46 -1.08
C -1.17 0.27 1.37
H 2.99 0.87 0.43
H 3.61 -0.80 0.26
H 2.72 -0.31 1.71
H 0.05 2.18 -0.25
H 1.42 1.95 -1.16
H -2.05 -2.01 0.04
H -0.37 -2.22 0.56
H -0.74 -2.05 -1.15
H -1.86 1.54 -0.94
H -2.79 0.05 -1.00
H -1.41 0.27 -2.09
H -2.21 0.04 1.62
H -1.04 1.35 1.48
H -0.52 -0.23 2.08
*
```

Computed properties:
HOMO-LUMO gap	10.216	eV
highest occupied orbital energy	-9.4805	eV
SMILES	CN1O[C@@]1(N)C(C)(C)C
E_LUMO	0.7	eV

=====

(2)
Density functional theory data (ωB97M-V with the def2-TZVPD basis set) for 2 unconnected molecules or ions with the total composition C6H14N2O.

```
! wB97M-V def2-TZVPD RIJCOSX def2/J DEFGRID3
* xyz 0 1
C -1.09 -1.91 0.47
C -0.69 -0.51 0.83
C -0.60 0.56 -0.05
C -1.03 0.46 -1.50
C -0.76 1.94 0.53
H -0.68 -2.64 1.17
H -2.18 -2.00 0.46
H -0.76 -2.20 -0.53
H -0.92 -0.29 1.87
H -1.05 -0.55 -1.89
H -0.35 1.05 -2.11
H -2.04 0.88 -1.64
H -0.11 2.65 0.01
H -1.80 2.29 0.46
H -0.49 1.97 1.58
N 1.89 -0.78 -0.98
C 1.73 0.32 -0.12
N 1.55 -0.17 1.27
O 2.34 1.36 -0.32
H 2.20 -0.50 -1.90
H 1.07 -1.37 -1.06
H 1.90 -1.09 1.52
H 1.86 0.54 1.93
*
```

Computed properties:
HOMO-LUMO gap	8.155	eV
highest occupied orbital energy	-7.5444	eV
SMILES	CC=C(C)C.NC(N)=O
E_LUMO	0.6	eV

=====

(3)
Density functional theory data (ωB97M-V with the def2-TZVPD basis set) for C6H14N2O in the gas phase.

```
! wB97M-V def2-TZVPD RIJCOSX def2/J DEFGRID3
* xyz 0 1
C -0.17 1.02 -1.91
C 0.79 0.49 -1.15
C 1.83 -0.41 -1.74
C 0.81 0.69 0.32
C -0.21 -0.27 1.13
C 0.20 -1.74 1.00
O -0.14 0.17 2.45
N -1.57 -0.17 0.66
N -2.22 1.03 1.08
H -0.15 0.94 -2.98
H -0.85 1.77 -1.53
H 1.66 -0.58 -2.80
H 1.86 -1.38 -1.23
H 2.82 0.05 -1.61
H 1.80 0.52 0.74
H 0.49 1.71 0.57
H 0.02 -2.10 -0.01
H 1.25 -1.86 1.25
H -0.39 -2.33 1.70
H -1.01 0.07 2.87
H -1.59 -0.29 -0.37
H -3.22 0.86 1.10
H -2.04 1.81 0.46
*
```

Computed properties:
HOMO-LUMO gap	9.997	eV
highest occupied orbital energy	-9.0650	eV
SMILES	C=C(C)C[C@@](C)(O)NN
E_LUMO	0.9	eV

=====

How far above the most stable structure does each one sit? In kJ/mol: (1) 104.0; (2) 47.4; (3) 0.0.

=====

(1)
Density functional theory data (ωB97M-V with the def2-TZVPD basis set) for 3 unconnected molecules or ions with the total composition C4H14NO3.

```
! wB97M-V def2-TZVPD RIJCOSX def2/J DEFGRID3
* xyz 0 2
C -0.76 0.39 -0.69
C -1.19 0.91 0.72
C -2.66 0.67 1.09
C -2.94 -0.81 1.05
O -2.22 -1.55 0.27
N 0.50 -0.42 -0.53
H -1.57 -0.28 -1.02
H -0.54 1.23 -1.36
H -0.41 0.44 1.35
H -0.97 1.97 0.95
H -2.80 1.12 2.08
H -3.32 1.24 0.42
H -3.60 -1.39 1.72
H 0.36 -1.21 0.10
H 1.23 0.20 -0.13
H 0.66 -0.79 -1.46
H 1.81 1.81 1.64
H 2.93 1.59 0.62
O 2.18 1.16 1.01
H 4.55 -2.77 -2.38
H 4.17 -1.72 -3.15
O 4.58 -1.81 -2.28
*
```

Computed properties:
HOMO-LUMO gap (alpha / beta)	2.954 / 6.390	eV
highest occupied orbital energy (alpha / beta)	-3.1516 / -6.6021	eV
E_LUMO (alpha / beta)	-0.2 / -0.2	eV

=====

(2)
Density functional theory data (ωB97M-V with the def2-TZVPD basis set) for a molecular structure, C4H14NO3.

```
! wB97M-V def2-TZVPD RIJCOSX def2/J DEFGRID3
* xyz 0 2
C 1.17 0.63 0.45
N 1.02 -0.59 1.23
C 1.03 -1.90 0.47
O -0.24 -2.29 0.59
C 0.25 1.73 1.16
C -1.20 1.55 0.76
H 0.78 0.53 -0.56
H 2.17 1.04 0.56
H 0.19 -0.65 1.83
H 1.79 -2.56 0.91
H 1.49 -1.74 -0.52
H 0.67 1.78 2.17
H 0.68 2.57 0.62
H -1.84 1.21 1.58
H -1.29 0.76 0.02
H -1.61 2.48 0.37
H 0.08 -0.16 -3.15
H -0.87 0.22 -2.10
O -0.41 0.62 -2.87
H -0.71 -2.05 -0.60
H -2.04 -1.71 -1.43
O -1.11 -1.48 -1.50
*
```

Computed properties:
HOMO-LUMO gap (alpha / beta)	10.818 / 6.824	eV
highest occupied orbital energy (alpha / beta)	-9.9592 / -9.7301	eV
E_LUMO (alpha / beta)	0.9 / -2.9	eV

=====

How far above the most stable structure does each one sit? In kJ/mol: (1) 72.6; (2) 0.0.

=====

(1)
Density functional theory data (ωB97M-V with the def2-TZVPD basis set) for C5H5N3 in the gas phase.

```
! wB97M-V def2-TZVPD RIJCOSX def2/J DEFGRID3
* xyz 0 1
C 3.40 0.06 0.22
C 2.22 0.05 0.03
N 0.96 0.00 -0.20
N 0.25 -1.13 -0.37
C -1.03 -1.21 -0.15
C -1.70 -0.02 0.46
C -1.03 1.16 -0.15
N 0.17 1.23 -0.45
H 4.39 -0.17 0.17
H -1.50 -2.04 -0.70
H -2.82 0.19 0.16
H -1.62 -0.02 1.57
H -1.70 1.91 -0.59
*
```

Computed properties:
HOMO-LUMO gap	9.019	eV
highest occupied orbital energy	-8.2631	eV
SMILES	C#CN1N=CCC=N1
E_LUMO	0.8	eV

=====

(2)
Density functional theory data (ωB97M-V with the def2-TZVPD basis set) for C5H5N3 in the gas phase.

```
! wB97M-V def2-TZVPD RIJCOSX def2/J DEFGRID3
* xyz 0 1
C -2.31 -1.08 0.09
C -1.16 -0.56 0.35
C -0.08 0.06 0.16
N -0.40 1.35 -0.33
C 0.91 -0.72 -0.89
N 2.18 -0.72 -0.60
N 2.16 -0.50 0.79
C 1.01 0.11 1.13
H -3.31 -1.30 0.71
H 0.50 2.01 -0.50
H -0.96 1.53 -1.15
H 0.65 -0.91 -1.79
H 0.81 0.73 2.02
*
```

Computed properties:
HOMO-LUMO gap	9.266	eV
highest occupied orbital energy	-9.6981	eV
SMILES	C#CC1(N)C=NN=C1
E_LUMO	-0.4	eV

=====

(3)
Density functional theory data (ωB97M-V with the def2-TZVPD basis set) for C5H5N3 in the gas phase.

```
! wB97M-V def2-TZVPD RIJCOSX def2/J DEFGRID3
* xyz 0 1
N -2.67 -2.06 0.98
C -1.65 -1.50 0.63
C -0.54 -0.52 0.44
C 0.41 -0.30 1.42
N 1.21 0.96 1.31
C 1.43 1.19 -0.04
N 0.82 0.48 -1.16
C -0.54 -0.09 -0.98
H 0.35 -0.59 2.49
H 2.06 1.82 -0.48
H 1.31 0.76 -1.97
H -1.46 0.78 -1.09
H -0.72 -0.92 -1.54
*
```

Computed properties:
HOMO-LUMO gap	8.594	eV
highest occupied orbital energy	-8.8211	eV
SMILES	N#CC1=CN=CNC1
E_LUMO	-0.2	eV

=====

How far above the most stable structure does each one sit? In kJ/mol: (1) 179.8; (2) 383.7; (3) 0.0.

=====

(1)
Density functional theory data (ωB97M-V with the def2-TZVPD basis set) for 6 unconnected molecules or ions with the total composition CH14O5.

```
! wB97M-V def2-TZVPD RIJCOSX def2/J DEFGRID3
* xyz 0 1
C -0.88 -0.15 2.35
H -0.21 0.56 2.83
H -0.25 -0.91 1.91
H -1.44 0.40 1.59
H -1.51 -0.70 3.06
O -1.10 -2.30 -0.71
H -1.12 -1.40 -1.06
H -1.93 -2.76 -0.85
O 0.00 3.14 -0.99
H 0.32 4.00 -0.68
H 0.71 2.52 -0.77
O 1.57 -3.10 -1.45
H 0.63 -2.93 -1.27
H 1.55 -4.00 -1.79
O 2.28 1.89 0.32
H 2.97 2.44 0.70
H 2.53 0.99 0.54
O -1.40 0.44 -1.09
H -1.04 1.23 -0.67
H -1.69 0.64 -1.98
*
```

Computed properties:
HOMO-LUMO gap	11.032	eV
highest occupied orbital energy	-10.6221	eV
SMILES	C.O.O.O.O.O
E_LUMO	0.4	eV

=====

(2)
Density functional theory data (ωB97M-V with the def2-TZVPD basis set) for 6 unconnected molecules or ions with the total composition CH14O5.

```
! wB97M-V def2-TZVPD RIJCOSX def2/J DEFGRID3
* xyz 0 1
C -1.47 -1.33 -0.59
H -1.81 -0.32 -0.40
H -1.16 -1.86 0.30
H -2.29 -1.78 -1.15
H -0.61 -1.17 -1.26
O 0.06 1.84 1.94
H 0.73 1.77 1.25
H 0.40 2.31 2.71
O 2.23 -0.04 2.64
H 3.01 -0.56 2.43
H 2.13 -0.01 3.57
O 1.29 -0.69 -6.82
H 0.99 -0.59 -5.91
H 1.79 -1.51 -6.78
O -2.38 -0.47 4.61
H -3.23 -0.92 4.55
H -2.00 -0.40 3.70
O 0.87 1.88 -1.27
H 1.26 2.54 -1.83
H 0.21 1.32 -1.69
*
```

Computed properties:
HOMO-LUMO gap	11.050	eV
highest occupied orbital energy	-10.7357	eV
SMILES	C.O.O.O.O.O
E_LUMO	0.3	eV

=====

How far above the most stable structure does each one sit? In kJ/mol: (1) 0.0; (2) 76.2.

=====

(1)
Density functional theory data (ωB97M-V with the def2-TZVPD basis set) for a molecular structure, C2H4INS.

```
! wB97M-V def2-TZVPD RIJCOSX def2/J DEFGRID3
* xyz 0 1
C 0.06 0.00 -0.09
C -1.00 -0.81 0.62
N 0.78 -0.50 -1.02
S -0.01 1.63 0.45
I 2.75 2.75 -0.84
H -1.89 -0.38 0.79
H -0.65 -1.29 1.44
H -1.42 -1.67 0.06
H 1.37 0.28 -1.41
*
```

Computed properties:
HOMO-LUMO gap (alpha / beta)	6.025 / 6.039	eV
highest occupied orbital energy (alpha / beta)	-9.8411 / -9.8534	eV
E_LUMO (alpha / beta)	-3.8 / -3.8	eV

=====

(2)
Density functional theory data (ωB97M-V with the def2-TZVPD basis set) for a molecular structure, C2H4INS.

```
! wB97M-V def2-TZVPD RIJCOSX def2/J DEFGRID3
* xyz 0 1
C 0.35 -0.27 0.85
C 1.48 0.41 0.50
N -1.24 -0.26 -1.18
S -1.26 0.65 -2.47
I -3.11 -1.18 -0.55
H 0.33 -1.31 0.72
H -0.49 0.31 1.04
H 1.42 1.48 0.48
H 2.53 0.17 0.62
*
```

Computed properties:
HOMO-LUMO gap	6.816	eV
highest occupied orbital energy	-8.7938	eV
E_LUMO	-2.0	eV

=====

How far above the most stable structure does each one sit? In kJ/mol: (1) 0.0; (2) 133.0.